Molecular formula: C84H210N14O28
Method: DFT, ωB97M-V with the def2-TZVPD basis set

Results
E_tot, eV: -168680.9452
Orbital gap, eV: 8.6
Energy relative to the best compared isomer or geometry (same formula, charge and spin), kJ/mol: 582.78
M, g/mol: 1864.67

Each line ends with the Löwdin charge.
CARTESIAN COORDINATES (ANGSTROEM)
1 C -1.553 4.153 -4.399  -0.166
2 O -1.341 4.595 -3.105  -0.179
3 C 0.060 5.039 -2.980  -0.180
4 C 0.274 6.013 -1.808  -0.184
5 N 1.621 6.577 -1.999  -0.067
6 C 1.613 7.988 -2.312  -0.199
7 C 3.011 8.481 -2.752  -0.232
8 O 3.977 8.310 -1.753  -0.195
9 C 5.220 8.904 -2.027  -0.124
10 H -1.354 4.836 -5.159  0.061
11 H -2.610 3.930 -4.458  0.083
12 H -1.068 3.187 -4.669  0.095
13 H 0.347 5.628 -3.889  0.121
14 H 0.756 4.195 -2.926  0.109
15 H 0.258 5.351 -0.914  0.110
16 H -0.431 6.814 -1.694  0.112
17 H 2.270 6.318 -1.259  0.103
18 H 1.358 8.562 -1.416  0.122
19 H 0.974 8.165 -3.173  0.122
20 H 2.987 9.576 -2.931  0.128
21 H 3.264 7.970 -3.687  0.111
22 H 5.425 8.867 -3.098  0.086
23 H 6.065 8.368 -1.657  0.065
24 H 5.345 9.960 -1.698  0.100
25 C -4.693 -1.034 -7.114  -0.104
26 O -4.128 -2.316 -7.033  -0.195
27 C -4.109 -2.836 -5.664  -0.205
28 C -3.130 -3.965 -5.647  -0.202
29 N -1.842 -3.349 -5.892  -0.057
30 C -0.669 -4.157 -6.111  -0.192
31 C -0.796 -5.174 -7.281  -0.192
32 O -1.418 -4.502 -8.398  -0.219
33 C -1.847 -5.300 -9.530  -0.076
34 H -4.517 -0.674 -8.129  0.096
35 H -4.281 -0.402 -6.334  0.081
36 H -5.719 -1.060 -6.987  0.058
37 H -5.153 -3.148 -5.477  0.123
38 H -3.851 -2.051 -4.915  0.104
39 H -3.402 -4.668 -6.408  0.115
40 H -3.172 -4.336 -4.625  0.112
41 H -1.963 -2.715 -6.705  0.111
42 H -0.492 -4.752 -5.180  0.123
43 H 0.146 -3.469 -6.240  0.088
44 H -1.381 -6.017 -6.954  0.098
45 H 0.152 -5.645 -7.653  0.129
46 H -2.443 -6.154 -9.163  0.092
47 H -1.030 -5.733 -10.057  0.065
48 H -2.359 -4.721 -10.255  0.072
49 C -2.618 -6.667 1.878  -0.124
50 O -3.435 -6.429 0.767  -0.170
51 C -2.883 -5.268 0.119  -0.201
52 C -3.911 -4.715 -0.878  -0.193
53 N -4.526 -5.747 -1.722  -0.018
54 C -5.516 -5.073 -2.625  -0.213
55 C -6.428 -6.067 -3.200  -0.234
56 O -7.238 -6.666 -2.156  -0.211
57 C -8.172 -7.631 -2.661  -0.087
58 H -2.769 -5.973 2.696  0.079
59 H -1.552 -6.544 1.600  0.091
60 H -2.888 -7.599 2.302  0.076
61 H -1.934 -5.570 -0.299  0.091
62 H -2.724 -4.425 0.824  0.116
63 H -3.291 -4.106 -1.544  0.107
64 H -4.705 -4.077 -0.409  0.123
65 H -4.984 -6.375 -1.115  0.078
66 H -5.016 -4.517 -3.460  0.106
67 H -6.072 -4.283 -2.055  0.100
68 H -5.799 -6.923 -3.656  0.149
69 H -7.065 -5.702 -4.015  0.119
70 H -8.562 -8.154 -1.777  0.100
71 H -7.793 -8.315 -3.373  0.070
72 H -8.918 -7.124 -3.170  0.057
73 C 4.352 5.620 1.366  -0.075
74 O 4.294 4.758 0.235  -0.195
75 C 5.530 4.765 -0.409  -0.227
76 C 5.519 3.836 -1.651  -0.184
77 N 4.757 4.372 -2.788  -0.037
78 C 5.340 5.553 -3.395  -0.225
79 C 6.339 5.085 -4.407  -0.263
80 O 7.048 6.194 -4.897  -0.168
81 C 7.588 5.933 -6.169  -0.114
82 H 3.528 5.449 2.052  0.081
83 H 4.313 6.703 1.076  0.103
84 H 5.318 5.452 1.759  0.065
85 H 6.311 4.396 0.266  0.116
86 H 5.836 5.681 -0.895  0.100
87 H 5.051 2.923 -1.450  0.083
88 H 6.600 3.608 -1.907  0.131
89 H 3.765 4.569 -2.588  0.111
90 H 5.842 6.279 -2.706  0.107
91 H 4.609 6.072 -3.993  0.113
92 H 5.715 4.455 -5.161  0.135
93 H 7.004 4.336 -3.931  0.119
94 H 6.791 5.401 -6.770  0.101
95 H 8.469 5.246 -6.219  0.097
96 H 7.857 6.858 -6.551  0.058
97 C 6.665 -0.780 -4.624  -0.146
98 O 5.481 -0.097 -4.537  -0.210
99 C 5.564 1.314 -4.689  -0.199
100 C 4.162 1.764 -5.025  -0.227
101 N 3.776 1.344 -6.380  -0.028
102 C 2.384 1.616 -6.674  -0.253
103 C 1.799 0.862 -7.785  -0.293
104 O 1.670 -0.491 -7.484  -0.196
105 C 0.380 -0.865 -8.044  -0.080
106 H 7.022 -1.030 -5.674  0.111
107 H 6.634 -1.757 -4.241  0.055
108 H 7.454 -0.257 -4.099  0.087
109 H 6.295 1.568 -5.500  0.140
110 H 5.802 1.860 -3.722  0.121
111 H 4.214 2.878 -4.962  0.094
112 H 3.331 1.605 -4.287  0.126
113 H 3.814 0.327 -6.343  0.093
114 H 2.288 2.695 -7.002  0.138
115 H 1.741 1.558 -5.780  0.119
116 H 2.349 0.940 -8.758  0.146
117 H 0.802 1.371 -7.884  0.124
118 H 0.207 -1.946 -8.064  0.073
119 H 0.317 -0.538 -9.109  0.094
120 H -0.390 -0.273 -7.493  0.097
121 C 5.035 -2.226 -1.419  -0.126
122 O 5.287 -2.820 -0.184  -0.205
123 C 6.683 -2.837 0.064  -0.232
124 C 6.869 -2.953 1.552  -0.202
125 N 6.700 -4.296 2.115  -0.071
126 C 6.950 -4.375 3.541  -0.204
127 C 5.946 -3.683 4.485  -0.209
128 O 6.195 -4.191 5.806  -0.209
129 C 5.503 -3.444 6.791  -0.099
130 H 3.950 -2.058 -1.475  0.086
131 H 5.319 -2.960 -2.194  0.088
132 H 5.684 -1.349 -1.628  0.086
133 H 7.213 -1.939 -0.349  0.120
134 H 7.027 -3.690 -0.541  0.130
135 H 6.254 -2.170 2.062  0.129
136 H 7.951 -2.789 1.715  0.126
137 H 5.864 -4.796 1.877  0.103
138 H 7.964 -4.017 3.662  0.101
139 H 6.880 -5.480 3.806  0.139
140 H 4.903 -3.747 4.185  0.103
141 H 6.219 -2.604 4.491  0.102
142 H 5.882 -3.781 7.790  0.105
143 H 4.410 -3.588 6.661  0.085
144 H 5.780 -2.402 6.683  0.054
145 C 2.460 -2.160 2.784  -0.082
146 O 2.867 -0.817 3.121  -0.202
147 C 2.154 0.174 2.330  -0.151
148 C 0.659 0.400 2.810  -0.185
149 N 0.559 0.699 4.208  -0.025
150 C -0.558 1.556 4.474  -0.232
151 C -0.761 1.611 5.945  -0.235
152 O -0.760 0.325 6.526  -0.226
153 C -1.441 0.218 7.824  -0.056
154 H 3.219 -2.797 3.246  0.059
155 H 2.600 -2.353 1.685  0.097
156 H 1.531 -2.523 3.217  0.061
157 H 2.266 -0.105 1.272  0.115
158 H 2.679 1.092 2.489  0.082
159 H -0.050 -0.394 2.532  0.097
160 H 0.358 1.269 2.193  0.095
161 H 0.356 -0.106 4.796  0.082
162 H -1.500 1.313 3.944  0.131
163 H -0.262 2.559 4.214  0.086
164 H -1.707 2.164 6.180  0.137
165 H 0.144 2.137 6.421  0.133
166 H -1.102 -0.795 8.128  0.091
167 H -2.512 0.218 7.729  0.076
168 H -1.098 0.915 8.548  0.069
169 C -9.935 0.380 4.562  -0.119
170 O -8.998 -0.552 4.099  -0.210
171 C -9.235 -1.875 4.492  -0.238
172 C -8.339 -2.841 3.695  -0.192
173 N -8.584 -2.946 2.251  -0.062
174 C -7.750 -3.957 1.668  -0.219
175 C -8.151 -4.098 0.164  -0.247
176 O -7.719 -2.954 -0.479  -0.198
177 C -8.431 -2.837 -1.678  -0.126
178 H -9.646 0.742 5.597  0.102
179 H -10.920 -0.053 4.572  0.073
180 H -9.930 1.291 3.927  0.090
181 H -10.271 -2.189 4.277  0.128
182 H -8.959 -1.988 5.518  0.112
183 H -8.449 -3.799 4.192  0.118
184 H -7.327 -2.319 3.766  0.133
185 H -8.485 -2.095 1.789  0.084
186 H -8.035 -4.949 2.083  0.125
187 H -6.626 -3.792 1.790  0.132
188 H -9.253 -4.098 0.224  0.122
189 H -7.670 -4.989 -0.295  0.118
190 H -8.254 -1.848 -2.030  0.058
191 H -9.539 -2.952 -1.530  0.103
192 H -8.131 -3.557 -2.514  0.103
193 C 8.780 -1.353 5.127  -0.098
194 O 7.935 -0.321 4.598  -0.183
195 C 7.067 0.209 5.632  -0.200
196 C 5.835 0.835 5.033  -0.233
197 N 6.038 2.125 4.525  -0.053
198 C 5.204 2.538 3.416  -0.173
199 C 5.620 1.860 2.117  -0.195
200 O 6.919 2.328 1.711  -0.203
201 C 7.586 1.574 0.673  -0.079
202 H 9.636 -1.520 4.565  0.062
203 H 8.277 -2.348 5.315  0.088
204 H 9.074 -1.101 6.131  0.077
205 H 7.576 0.864 6.319  0.120
206 H 6.786 -0.657 6.250  0.092
207 H 5.043 0.884 5.820  0.129
208 H 5.430 0.182 4.187  0.127
209 H 6.997 2.306 4.395  0.097
210 H 5.079 3.573 3.364  0.092
211 H 4.229 2.235 3.577  0.084
212 H 4.841 2.155 1.371  0.113
213 H 5.498 0.763 2.118  0.116
214 H 7.743 0.477 0.955  0.102
215 H 8.552 2.066 0.451  0.094
216 H 6.986 1.650 -0.192  0.043
217 C -4.408 6.235 2.055  -0.082
218 O -3.019 6.137 2.476  -0.192
219 C -2.423 4.885 2.107  -0.217
220 C -0.962 4.911 2.440  -0.196
221 N -0.653 5.175 3.878  -0.032
222 C 0.836 5.116 4.057  -0.203
223 C 1.237 5.032 5.528  -0.218
224 O 2.650 5.093 5.601  -0.199
225 C 3.236 4.366 6.640  -0.106
226 H -4.721 7.161 2.549  0.085
227 H -4.922 5.323 2.353  0.060
228 H -4.457 6.442 0.937  0.104
229 H -2.638 4.527 1.118  0.113
230 H -2.854 4.132 2.725  0.103
231 H -0.378 5.632 1.847  0.121
232 H -0.623 3.917 2.256  0.085
233 H -0.906 6.091 4.242  0.108
234 H 1.444 5.899 3.609  0.107
235 H 1.264 4.204 3.592  0.116
236 H 0.904 4.110 5.981  0.087
237 H 0.861 5.832 6.167  0.124
238 H 4.301 4.510 6.676  0.086
239 H 3.017 3.348 6.519  0.068
240 H 2.849 4.755 7.559  0.080
241 C 1.815 2.879 -0.263  -0.108
242 O 0.599 2.480 0.244  -0.183
243 C -0.241 1.906 -0.659  -0.228
244 C -1.481 1.215 -0.078  -0.182
245 N -2.146 0.526 -1.126  -0.038
246 C -2.738 1.434 -2.089  -0.182
247 C -3.586 0.783 -3.160  -0.191
248 O -4.938 0.621 -2.787  -0.181
249 C -5.284 -0.677 -2.509  -0.135
250 H 2.505 3.097 0.570  0.086
251 H 1.777 3.774 -0.855  0.055
252 H 2.288 2.120 -0.859  0.089
253 H 0.310 1.054 -1.104  0.126
254 H -0.410 2.591 -1.420  0.085
255 H -2.198 1.970 0.319  0.124
256 H -1.098 0.539 0.656  0.085
257 H -1.592 -0.173 -1.563  0.060
258 H -1.958 1.963 -2.589  0.080
259 H -3.348 2.119 -1.514  0.116
260 H -3.206 -0.221 -3.488  0.115
261 H -3.523 1.352 -4.084  0.110
262 H -6.303 -0.715 -2.027  0.088
263 H -4.692 -1.076 -1.717  0.077
264 H -5.283 -1.290 -3.412  0.073
265 C -2.612 -1.700 2.491  -0.112
266 O -1.540 -2.272 3.184  -0.218
267 C -1.837 -2.602 4.517  -0.210
268 C -0.543 -2.941 5.240  -0.239
269 N -0.038 -4.226 4.853  -0.023
270 C 1.185 -4.477 5.707  -0.190
271 C 1.798 -5.778 5.348  -0.277
272 O 1.967 -5.769 3.980  -0.191
273 C 2.250 -7.064 3.569  -0.104
274 H -2.265 -1.356 1.530  0.067
275 H -3.011 -0.907 3.150  0.081
276 H -3.467 -2.407 2.421  0.090
277 H -2.504 -3.433 4.588  0.115
278 H -2.225 -1.705 4.984  0.112
279 H -0.742 -2.908 6.306  0.115
280 H 0.156 -2.109 5.052  0.105
281 H 0.256 -4.210 3.887  0.087
282 H 0.812 -4.476 6.738  0.121
283 H 1.954 -3.667 5.636  0.119
284 H 1.166 -6.621 5.703  0.137
285 H 2.776 -5.889 5.787  0.117
286 H 2.481 -7.121 2.515  0.089
287 H 1.344 -7.603 3.705  0.083
288 H 3.091 -7.408 4.131  0.085
289 C -5.904 3.033 -0.362  -0.119
290 O -4.892 2.350 0.344  -0.241
291 C -5.209 0.988 0.857  -0.133
292 C -5.915 1.037 2.234  -0.223
293 N -5.073 1.449 3.340  -0.043
294 C -5.818 1.773 4.556  -0.188
295 C -6.831 2.917 4.412  -0.261
296 O -6.144 4.088 4.092  -0.193
297 C -6.998 5.217 4.040  -0.111
298 H -5.630 4.041 -0.577  0.066
299 H -6.824 3.167 0.255  0.083
300 H -6.166 2.441 -1.303  0.103
301 H -4.151 0.493 0.891  0.136
302 H -5.910 0.454 0.217  0.104
303 H -6.234 0.039 2.507  0.109
304 H -6.797 1.647 2.012  0.101
305 H -4.672 2.358 3.022  0.105
306 H -5.170 2.168 5.381  0.127
307 H -6.368 0.868 4.903  0.120
308 H -7.413 3.066 5.302  0.111
309 H -7.542 2.690 3.603  0.106
310 H -7.532 5.433 5.034  0.115
311 H -7.763 5.195 3.264  0.089
312 H -6.392 6.061 3.808  0.049
313 C 2.460 -1.460 -4.434  -0.052
314 O 1.526 -0.569 -3.750  -0.183
315 C 0.206 -1.037 -3.881  -0.222
316 C -0.206 -2.106 -2.874  -0.209
317 N 0.072 -1.739 -1.491  -0.028
318 C -0.131 -2.844 -0.511  -0.165
319 C 0.548 -4.153 -0.782  -0.181
320 O -0.118 -4.790 -1.927  -0.239
321 C 0.202 -6.138 -2.089  -0.133
322 H 3.400 -1.014 -4.221  0.053
323 H 2.457 -1.433 -5.521  0.075
324 H 2.373 -2.439 -4.080  0.070
325 H -0.014 -1.343 -4.915  0.104
326 H -0.435 -0.141 -3.811  0.115
327 H 0.198 -3.030 -3.210  0.084
328 H -1.248 -2.247 -2.915  0.097
329 H 0.989 -1.320 -1.505  0.093
330 H -1.207 -3.096 -0.573  0.112
331 H 0.146 -2.450 0.450  0.103
332 H 0.525 -4.775 0.088  0.102
333 H 1.655 -4.020 -1.004  0.141
334 H 1.296 -6.276 -2.272  0.099
335 H -0.421 -6.601 -2.832  0.078
336 H -0.057 -6.728 -1.166  0.090